(1)
# C5H11ClN2

A 2-piece molecular cluster, C5H11ClN2 overall in a non-equilibrium geometry (ωB97M-V/def2-TZVPD, OMol25).

Positions of all 19 atoms, in Å:
C (-1.730, -1.023, 0.187)
C (-0.201, -0.562, 0.532)
C (0.113, 0.800, -0.202)
C (1.602, 1.317, -0.346)
C (1.286, 1.376, -1.990)
H (-2.019, -2.851, -1.047)
H (-2.678, -0.947, -1.561)
H (-2.467, -0.103, 0.353)
H (-2.069, -1.959, 0.724)
H (0.336, -1.356, 0.190)
H (-0.533, 1.334, 0.481)
H (1.968, 2.197, 0.249)
H (2.473, 0.500, -0.086)
H (1.829, 0.637, -2.836)
H (1.590, 2.506, -2.484)
H (-0.496, 0.098, -1.830)
N (-1.680, -1.390, -1.282)
N (-0.175, 1.086, -1.477)
Cl (0.508, -0.552, 2.239)

Atoms 1-6, force components in eV/Å:
C 0.414 1.456 1.521
C -1.464 0.487 -0.748
C 2.258 0.295 6.688
C 2.468 -2.665 -0.142
C 1.056 1.571 0.254
H 1.050 5.014 -1.705

Values from the calculation:
Kohn-Sham gap: 8.522 eV
HOMO: -8.71 eV
Energy above the lowest of the compared OMol25 structures with the same formula, charge and spin: 6.752 eV
Electronic energy: -20859.1413 eV



(2)
# C5H10N

An isolated ion of composition C5H10N and charge +1 (ωB97M-V/def2-TZVPD, OMol25).

Positions of all 16 atoms, in Å:
C (-1.670, -0.027, 0.105)
C (-0.482, -0.032, 0.285)
C (-3.089, -0.033, -0.101)
C (1.585, 1.246, -0.127)
C (0.948, 0.019, 0.503)
N (1.573, -1.223, -0.124)
H (-3.587, 0.347, 0.790)
H (-3.435, -1.047, -0.292)
H (-3.347, 0.599, -0.949)
H (1.380, 1.288, -1.194)
H (2.660, 1.263, 0.039)
H (1.163, 2.140, 0.325)
H (1.166, -0.021, 1.576)
H (1.372, -1.220, -1.133)
H (1.171, -2.076, 0.285)
H (2.592, -1.224, 0.012)

Atoms 1-6, force components in eV/Å:
C 0.880 -0.099 0.106
C -0.322 -0.138 -0.034
C -0.521 0.053 -0.085
C 0.141 0.004 0.046
C -0.131 0.440 0.145
N 0.099 -0.125 0.012

Values from the calculation:
Charge: +1
Kohn-Sham gap: 10.300 eV
HOMO: -13.96 eV
Energy above the lowest of the compared OMol25 structures with the same formula, charge and spin: 1.003 eV
Structure (SMILES): CC#C[C@H](C)[NH3+]
Electronic energy: -6829.1985 eV



(3)
# C16H23N5O3S

One molecule with the formula C16H23N5O3S in a non-equilibrium geometry (ωB97M-V/def2-TZVPD, OMol25).

Positions of all 48 atoms, in Å:
C (-4.192, -2.839, -0.196)
C (-5.220, -1.873, 0.380)
H (-5.092, -1.800, 1.461)
H (-6.225, -2.249, 0.178)
C (-5.094, -0.465, -0.222)
C (-3.765, 0.108, 0.120)
N (-3.388, 0.399, 1.313)
N (-2.159, 0.890, 1.400)
C (-1.570, 0.979, 0.255)
N (-0.298, 1.460, 0.098)
C (0.321, 1.490, -1.112)
O (-0.209, 1.125, -2.136)
C (1.741, 2.060, -1.064)
N (2.639, 1.292, -0.231)
C (3.679, 0.539, -0.724)
O (3.948, 0.395, -1.885)
C (4.400, -0.035, 0.492)
N (3.651, 0.547, 1.576)
C (2.620, 1.307, 1.166)
O (1.814, 1.902, 1.843)
H (3.840, 0.370, 2.548)
C (5.895, 0.317, 0.489)
H (6.266, 0.238, 1.513)
C (6.540, -0.739, -0.414)
C (5.543, -1.911, -0.496)
C (4.411, -1.571, 0.473)
H (3.453, -1.987, 0.162)
H (4.635, -1.927, 1.481)
H (6.007, -2.863, -0.242)
H (5.146, -1.984, -1.507)
H (6.709, -0.329, -1.408)
H (7.502, -1.055, -0.012)
H (6.074, 1.332, 0.137)
H (2.151, 2.046, -2.077)
H (1.694, 3.088, -0.688)
H (0.195, 1.763, 0.943)
S (-2.536, 0.436, -1.097)
H (-5.167, -0.537, -1.312)
C (-6.208, 0.454, 0.298)
C (-6.177, 1.824, -0.367)
H (-6.998, 2.439, -0.006)
H (-5.244, 2.336, -0.144)
H (-6.267, 1.730, -1.448)
H (-6.088, 0.567, 1.376)
H (-7.172, -0.022, 0.107)
H (-4.336, -3.835, 0.216)
H (-3.183, -2.514, 0.043)
H (-4.285, -2.899, -1.279)

Atoms 1-6, force components in eV/Å:
C -0.166 0.045 0.182
C 0.148 -0.001 -0.292
H -0.081 0.035 0.037
H -0.060 0.029 0.059
C -0.489 -0.207 0.407
C 0.709 0.202 -0.915

Values from the calculation:
Kohn-Sham gap: 9.306 eV
HOMO: -8.83 eV
Energy above the lowest of the compared OMol25 structures with the same formula, charge and spin: 0.602 eV
Structure (SMILES): CCC(CC)c1nnc(NC(=O)CN2C(=O)NC3(CCCC3)C2=O)s1
Electronic energy: -41395.7115 eV



(4)
# C5H8O

One molecule with the formula C5H8O in a non-equilibrium geometry (ωB97M-V/def2-TZVPD, OMol25).

Positions of all 14 atoms, in Å:
C (1.695, 0.479, 0.431)
C (0.318, 0.407, -0.397)
C (-0.365, -1.007, -0.754)
C (-1.643, -0.568, -0.027)
O (-1.258, -0.279, 1.306)
C (-1.060, 0.733, 0.307)
H (1.542, -0.031, 1.364)
H (2.052, 1.521, 0.623)
H (2.553, 0.045, -0.130)
H (0.872, 1.050, -1.052)
H (0.137, -1.802, -0.200)
H (-0.556, -1.349, -1.785)
H (-2.687, -0.856, -0.196)
H (-1.600, 1.657, 0.509)

Atoms 1-6, force components in eV/Å:
C -0.549 -0.432 0.400
C 0.924 -0.309 1.200
C 0.515 0.044 0.187
C 0.228 0.046 -0.313
O 0.119 0.126 0.195
C 0.551 0.477 -0.020

Values from the calculation:
Kohn-Sham gap: 11.037 eV
HOMO: -9.89 eV
Energy above the lowest of the compared OMol25 structures with the same formula, charge and spin: 3.299 eV
Structure (SMILES): C[C@H]1C[C@H]2O[C@@H]12
Electronic energy: -7358.9562 eV



(5)
# C3H5N

C3H5N as an isolated structure in a non-equilibrium geometry (ωB97M-V/def2-TZVPD, OMol25).

Positions of all 9 atoms, in Å:
C (0.577, -0.438, -0.118)
C (-0.309, -0.980, 0.812)
C (-0.236, 1.187, -0.849)
N (0.754, 0.409, -1.207)
H (-1.086, -0.490, 1.382)
H (0.170, -1.852, 1.228)
H (1.527, -0.965, 0.031)
H (-0.079, 2.127, -0.332)
H (-1.319, 1.002, -0.947)

Atoms 1-6, force components in eV/Å:
C 0.200 -3.926 1.252
C 1.298 1.615 -0.829
C 0.499 0.094 -0.384
N -1.604 2.446 0.908
H -0.512 -0.218 -0.601
H -0.313 0.064 0.627

Values from the calculation:
Kohn-Sham gap: 7.201 eV
HOMO: -7.95 eV
Energy above the lowest of the compared OMol25 structures with the same formula, charge and spin: 4.769 eV
Electronic energy: -4677.0881 eV



(6)
# C49H60AsBN2O4PdS2SbSi3

C49H60AsBN2O4PdS2SbSi3 as an isolated structure in a non-equilibrium geometry (ωB97M-V/def2-TZVPD, OMol25).

Positions of all 124 atoms, in Å:
Pd (-0.344, -0.172, 0.017)
C (4.072, -0.471, -0.946)
C (2.599, -0.211, -1.160)
N (1.801, -0.407, -0.078)
N (2.344, -0.689, 1.051)
C (1.750, -0.682, 2.216)
S (0.150, -0.132, 2.552)
S (2.734, -1.081, 3.607)
C (2.737, -2.940, 3.501)
C (3.794, -3.451, 2.587)
C (3.521, -3.674, 1.241)
C (4.513, -4.117, 0.385)
C (5.787, -4.361, 0.868)
C (6.069, -4.147, 2.207)
C (5.082, -3.688, 3.060)
C (2.155, 0.293, -2.407)
C (3.128, 0.833, -3.280)
C (2.833, 1.331, -4.528)
C (1.520, 1.311, -5.003)
C (0.532, 0.796, -4.205)
C (0.779, 0.276, -2.908)
O (-0.219, -0.222, -2.282)
H (4.203, -1.131, -0.090)
H (4.610, 0.455, -0.731)
H (4.508, -0.941, -1.826)
H (1.737, -3.211, 3.167)
H (2.894, -3.251, 4.533)
H (2.525, -3.504, 0.855)
H (4.284, -4.269, -0.661)
H (6.560, -4.711, 0.201)
H (7.062, -4.337, 2.587)
H (5.306, -3.516, 4.103)
H (4.148, 0.887, -2.938)
H (3.626, 1.739, -5.136)
H (1.287, 1.706, -5.980)
H (-0.490, 0.759, -4.551)
O (-0.090, 2.039, 0.026)
As (0.732, 3.439, -0.088)
C (2.556, 3.232, 0.543)
C (3.690, 3.719, -0.089)
C (4.924, 3.567, 0.525)
C (5.028, 2.915, 1.743)
C (3.895, 2.419, 2.368)
C (2.661, 2.592, 1.771)
C (-0.151, 4.642, 1.171)
C (-0.371, 5.985, 0.910)
C (-0.975, 6.783, 1.866)
C (-1.357, 6.242, 3.083)
C (-1.163, 4.893, 3.337)
C (-0.567, 4.092, 2.379)
C (0.576, 4.107, -1.898)
C (-0.310, 3.435, -2.726)
C (-0.472, 3.844, -4.037)
C (0.242, 4.928, -4.514)
C (1.116, 5.609, -3.683)
C (1.286, 5.200, -2.373)
H (3.619, 4.214, -1.049)
H (5.812, 3.967, 0.058)
H (5.997, 2.788, 2.202)
H (3.970, 1.911, 3.318)
H (1.761, 2.224, 2.256)
H (-0.081, 6.405, -0.044)
H (-1.133, 7.833, 1.666)
H (-1.806, 6.880, 3.829)
H (-1.472, 4.465, 4.280)
H (-0.440, 3.026, 2.561)
H (-0.852, 2.582, -2.331)
H (-1.154, 3.319, -4.687)
H (0.108, 5.249, -5.534)
H (1.661, 6.467, -4.045)
H (1.970, 5.730, -1.723)
O (-0.150, -2.886, -1.070)
B (-0.341, -2.133, 0.064)
O (-0.309, -2.919, 1.201)
C (0.009, -4.180, 0.760)
C (0.223, -5.332, 1.485)
C (0.545, -6.470, 0.759)
C (0.631, -6.450, -0.626)
C (0.407, -5.290, -1.356)
C (0.098, -4.158, -0.635)
H (0.147, -5.345, 2.559)
H (0.746, -7.392, 1.282)
H (0.881, -7.358, -1.151)
H (0.474, -5.263, -2.432)
C (-5.343, -1.568, 2.831)
Si (-3.449, -1.278, 2.902)
C (-2.500, -2.768, 3.655)
C (-3.068, 0.442, 3.674)
Sb (-2.671, -0.994, 0.321)
Si (-3.761, 1.240, -0.622)
C (-3.385, 1.009, -2.483)
C (-5.581, 0.929, -0.147)
C (-3.141, 2.884, 0.116)
Si (-3.546, -2.660, -1.606)
C (-5.399, -2.317, -1.956)
C (-3.470, -4.351, -0.697)
C (-2.491, -2.467, -3.201)
H (-5.720, -1.765, 3.829)
H (-5.612, -2.412, 2.207)
H (-5.866, -0.698, 2.451)
H (-2.592, -2.786, 4.737)
H (-1.442, -2.699, 3.412)
H (-2.879, -3.713, 3.269)
H (-3.649, 0.613, 4.576)
H (-3.303, 1.234, 2.962)
H (-2.014, 0.522, 3.932)
H (-4.138, 0.388, -2.961)
H (-2.420, 0.510, -2.598)
H (-3.344, 1.953, -3.019)
H (-5.802, -0.127, -0.070)
H (-6.252, 1.358, -0.878)
H (-5.808, 1.389, 0.806)
H (-2.057, 2.851, 0.204)
H (-3.544, 3.085, 1.105)
H (-3.392, 3.725, -0.524)
H (-5.972, -2.297, -1.037)
H (-5.798, -3.116, -2.571)
H (-5.577, -1.386, -2.478)
H (-3.410, -4.201, 0.380)
H (-2.610, -4.940, -0.997)
H (-4.356, -4.944, -0.896)
H (-3.073, -2.071, -4.031)
H (-2.078, -3.421, -3.518)
H (-1.647, -1.800, -3.018)

Atoms 1-6, force components in eV/Å:
Pd 2.629 0.508 0.226
C -0.087 -0.314 -0.008
C -0.058 -0.424 2.642
N -1.854 1.509 -3.670
N 2.074 -1.074 4.153
C 1.203 0.216 -2.821

Values from the calculation:
Charge: +1
Kohn-Sham gap (alpha / beta): 5.272 / 5.270 eV
HOMO (alpha / beta): -9.57 / -9.57 eV
Energy above the lowest of the compared OMol25 structures with the same formula, charge and spin: 0.000 eV
Electronic energy: -179791.1042 eV



The lowest energy above the lowest of the compared OMol25 structures with the same formula, charge and spin belongs to which entry? C49H60AsBN2O4PdS2SbSi3